<i>
The following is a quantum chemistry calculation of a 2-piece molecular cluster, C3H9NO2 overall, from the Open Molecules 2025 dataset.

Last column: Mulliken charge in e.
Element x y z (Å)
C  0.767  -1.021  0.590  0.10
N  0.523  0.113  -0.143  0.25
C  -0.142  1.186  0.560  -0.73
C  1.151  0.318  -1.484  -0.81
O  0.801  -1.080  1.833  -0.32
H  1.096  -1.894  -0.085  0.35
H  -0.125  2.149  -0.044  0.36
H  0.242  1.368  1.534  0.39
H  -1.198  0.891  0.636  0.29
H  1.126  -0.630  -1.951  0.39
H  2.121  0.825  -1.437  0.35
H  0.430  1.019  -2.044  0.37
H  -1.721  -1.416  0.195  0.31
H  -2.481  -0.660  1.322  0.34
O  -2.591  -1.167  0.518  -0.61

Values from the calculation:
orbital gap (alpha / beta)	10.9 / 6.3	eV
multiplicity	2
⟨S²⟩	0.778
E_LUMO (alpha / beta)	-4.77 / -9.27	eV
total charge	+1

---

<ii>
The following is a quantum chemistry calculation of a 2-piece molecular cluster, C3H9NO2 overall, from the Open Molecules 2025 dataset.

Last column: Mulliken charge in e.
Element x y z (Å)
C  -1.435  -0.552  -1.248  -0.38
C  -0.907  0.750  -0.561  -0.53
C  0.356  0.242  0.100  -0.09
O  1.423  0.161  -0.439  -0.40
N  -2.143  -1.385  -0.290  -0.10
H  -2.065  -0.335  -2.110  0.38
H  -0.523  -1.084  -1.558  0.41
H  -0.618  1.473  -1.311  0.36
H  -1.484  1.179  0.257  0.30
H  0.266  -0.157  1.136  0.41
H  -2.323  -2.378  -0.476  0.34
H  -1.677  -1.292  0.619  0.31
H  3.027  0.994  1.578  0.28
H  4.238  1.611  2.304  0.33
O  3.865  0.772  2.000  -0.61

Values from the calculation:
orbital gap (alpha / beta)	9.5 / 4.1	eV
multiplicity	2
⟨S²⟩	0.755
E_LUMO (alpha / beta)	-4.17 / -9.63	eV
total charge	+1

---

The winner here is <i>, beating the second structure by 0.0173 hartree.

---

<i>
The following is a quantum chemistry calculation of a 2-piece molecular cluster, CH6N2OS overall, from the Open Molecules 2025 dataset.

Last column: Mulliken charge in e.
Element x y z (Å)
C  -0.842  -0.967  0.065  -0.79
N  -1.032  1.348  0.066  -0.44
N  -0.229  0.319  -0.383  -0.17
O  2.844  0.981  -0.012  -0.47
S  2.079  -0.261  0.138  0.26
H  -0.352  -1.847  -0.642  0.24
H  -0.752  -1.115  1.092  0.38
H  -1.983  -0.923  -0.198  0.32
H  -0.504  2.306  -0.115  0.27
H  -1.501  1.269  0.998  0.25
H  2.272  -1.110  -1.009  0.15

Values from the calculation:
orbital gap (alpha / beta)	7.9 / 8.3	eV
multiplicity	1
E_LUMO (alpha / beta)	-0.20 / 0.34	eV

---

<ii>
The following is a quantum chemistry calculation of a 2-piece molecular cluster, CH6N2OS overall, from the Open Molecules 2025 dataset.

Last column: Mulliken charge in e.
Element x y z (Å)
C  0.608  -1.974  0.606  -0.74
N  0.580  3.267  -0.616  -0.53
N  -1.553  1.786  -1.189  -0.39
O  -0.652  -1.617  0.405  -0.45
S  -0.153  1.896  -0.607  0.40
H  1.495  -1.386  0.540  0.29
H  0.805  -2.407  1.598  0.29
H  0.728  -3.010  0.151  0.29
H  1.423  3.314  -0.026  0.27
H  -1.098  -2.232  0.996  0.32
H  -2.185  2.363  -1.857  0.26

Values from the calculation:
orbital gap	9.9	eV
multiplicity	1
E_LUMO	0.08	eV

---

The winner here is <ii>, beating the second structure by 0.0388 hartree.

---

<i>
The following is a quantum chemistry calculation of ArH24O12 as an isolated structure, from the Open Molecules 2025 dataset.

Last column: Mulliken charge in e.
Element x y z (Å)
Ar  1.079  20.951  -2.440  0.01
O  -2.008  21.883  -3.740  -0.71
H  -1.295  22.521  -3.726  0.35
H  -2.026  21.524  -2.853  0.39
O  2.263  17.030  -3.102  -0.64
H  2.922  16.534  -3.589  0.30
H  2.136  17.828  -3.615  0.35
O  -1.179  19.483  -4.982  -0.68
H  -1.615  18.968  -4.303  0.29
H  -1.195  20.381  -4.650  0.35
O  2.875  24.452  -2.676  -0.61
H  1.947  24.276  -2.835  0.29
H  2.940  25.406  -2.664  0.30
O  1.232  18.464  -5.746  -0.66
H  0.396  18.732  -5.364  0.43
H  1.759  19.263  -5.753  0.28
O  0.978  21.432  0.896  -0.64
H  0.545  22.206  0.536  0.31
H  0.640  21.360  1.788  0.28
O  3.662  21.700  -0.194  -0.66
H  3.911  22.595  0.037  0.31
H  2.708  21.690  -0.123  0.32
O  2.068  22.747  -5.115  -0.57
H  1.243  22.763  -5.600  0.27
H  2.005  23.486  -4.509  0.28
O  3.347  20.278  -5.110  -0.60
H  2.766  21.039  -5.109  0.38
H  3.857  20.365  -4.305  0.34
O  0.115  24.476  -3.679  -0.59
H  -0.073  24.719  -4.585  0.29
H  -0.596  24.868  -3.173  0.26
O  4.444  20.372  -2.504  -0.60
H  4.127  20.878  -1.755  0.36
H  5.214  19.910  -2.172  0.28
O  -2.164  21.719  -1.030  -0.66
H  -3.035  22.115  -1.018  0.30
H  -2.189  21.063  -0.333  0.31

Values from the calculation:
orbital gap	8.8	eV
multiplicity	1
E_LUMO	-0.61	eV

---

<ii>
The following is a quantum chemistry calculation of ArH24O12 as an isolated structure, from the Open Molecules 2025 dataset.

Last column: Mulliken charge in e.
Element x y z (Å)
Ar  -0.475  -0.432  0.160  0.04
O  0.698  1.149  3.745  -0.64
H  -0.175  1.173  3.353  0.39
H  1.058  2.020  3.583  0.30
O  1.326  -2.188  -1.540  -0.58
H  1.635  -1.285  -1.460  0.27
H  1.675  -2.631  -0.767  0.45
O  1.974  2.057  0.213  -0.68
H  2.719  1.883  0.787  0.30
H  2.053  1.408  -0.486  0.41
O  -0.552  2.973  -0.527  -0.68
H  -0.319  3.777  -0.991  0.31
H  0.265  2.687  -0.118  0.37
O  0.230  0.000  -3.734  -0.71
H  -0.467  0.500  -3.308  0.39
H  -0.010  -0.915  -3.591  0.31
O  1.798  -1.581  3.103  -0.65
H  1.477  -0.689  2.971  0.34
H  2.423  -1.508  3.824  0.30
O  -1.411  1.945  -2.860  -0.74
H  -1.080  2.256  -2.018  0.45
H  -2.211  1.467  -2.643  0.31
O  2.287  0.514  -1.975  -0.79
H  2.943  1.119  -2.321  0.32
H  1.619  0.468  -2.659  0.35
O  -2.166  -3.802  -0.721  -0.60
H  -1.998  -3.252  -1.487  0.30
H  -2.774  -3.292  -0.187  0.29
O  2.260  -3.350  0.766  -0.70
H  2.103  -2.577  1.309  0.36
H  1.729  -4.037  1.168  0.32
O  -3.900  0.377  0.594  -0.66
H  -4.067  0.624  -0.316  0.30
H  -3.927  -0.580  0.591  0.30
O  -1.877  1.357  2.464  -0.63
H  -2.449  0.928  1.827  0.31
H  -2.415  1.439  3.252  0.29

Values from the calculation:
orbital gap	10.0	eV
multiplicity	1
E_LUMO	-0.23	eV

---

The winner here is <ii>, beating the second structure by 0.0254 hartree.

---

<i>
The following is a quantum chemistry calculation of a 2-piece molecular cluster, CH4NS overall, from the Open Molecules 2025 dataset.

Last column: Mulliken charge in e.
Element x y z (Å)
S  -1.581  -0.456  1.865  -0.88
H  -2.362  -1.494  2.216  -0.07
C  0.498  0.191  -0.546  -0.16
N  1.050  0.576  -1.646  -0.59
H  -0.374  -0.455  -0.636  0.26
H  0.943  0.485  0.384  0.25
H  1.825  1.153  -1.636  0.20

Values from the calculation:
orbital gap	7.0	eV
multiplicity	1
E_LUMO	4.43	eV
total charge	-1

---

<ii>
The following is a quantum chemistry calculation of a 2-piece molecular cluster, CH4NS overall, from the Open Molecules 2025 dataset.

Last column: Mulliken charge in e.
Element x y z (Å)
S  1.166  1.446  0.763  -0.90
H  1.980  0.681  0.008  -0.06
C  -1.148  -1.083  -0.384  -0.07
N  -1.552  -2.029  -1.138  -0.57
H  -1.098  -1.173  0.688  0.25
H  -0.571  -0.231  -0.737  0.10
H  -1.187  -1.869  -2.077  0.24

Values from the calculation:
orbital gap	7.1	eV
multiplicity	1
E_LUMO	4.41	eV
total charge	-1

---

<iii>
The following is a quantum chemistry calculation of a 2-piece molecular cluster, CH4NS overall, from the Open Molecules 2025 dataset.

Last column: Mulliken charge in e.
Element x y z (Å)
S  1.403  0.972  0.592  -0.87
H  2.161  1.119  1.691  -0.07
C  -1.425  -0.782  -0.177  -0.13
N  -1.714  -1.471  -1.209  -0.60
H  -1.578  -1.170  0.832  0.24
H  -1.074  0.246  -0.231  0.16
H  -1.051  -1.190  -1.936  0.26

Values from the calculation:
orbital gap	7.3	eV
multiplicity	1
E_LUMO	4.62	eV
total charge	-1

---

The winner here is <ii>, beating the second structure by 0.0054 hartree.

---

<i>
The following is a quantum chemistry calculation of C6H8BrIN as an isolated structure, from the Open Molecules 2025 dataset.

Last column: Mulliken charge in e.
Element x y z (Å)
C  -0.653  1.245  -0.767  -0.39
C  0.392  1.983  -0.347  -0.16
C  -0.924  -0.216  -0.564  -0.67
C  1.689  1.585  0.172  -0.24
C  -1.491  -0.734  0.520  0.06
C  2.475  0.534  0.150  -0.19
N  -1.628  -2.193  0.508  -0.24
Br  4.353  0.662  0.652  -0.07
I  1.912  -1.483  -0.005  0.09
H  -1.292  1.786  -1.451  0.36
H  0.516  2.989  -0.600  0.36
H  -0.855  -0.732  -1.479  0.38
H  2.313  2.454  0.151  0.26
H  -1.682  -0.330  1.492  0.38
H  -2.607  -2.303  0.927  0.40
H  -0.938  -2.596  1.083  0.29
H  -1.580  -2.651  -0.442  0.38

Values from the calculation:
orbital gap	8.4	eV
multiplicity	1
E_LUMO	-3.77	eV
total charge	+1

---

<ii>
The following is a quantum chemistry calculation of an isolated ion of composition C6H8BrIN and charge +1, from the Open Molecules 2025 dataset.

Last column: Mulliken charge in e.
Element x y z (Å)
C  -0.469  -0.613  1.160  -0.80
N  -0.100  0.666  0.508  -0.07
C  -0.593  0.713  -0.878  -0.64
C  0.151  0.237  -1.874  -0.33
C  1.464  -0.323  -1.652  -0.05
C  2.101  -0.077  -0.504  -0.57
I  3.989  -0.749  0.066  0.24
C  1.353  0.910  0.553  -0.34
Br  1.685  2.792  0.045  0.00
H  -0.026  -1.442  0.609  0.39
H  -0.103  -0.635  2.186  0.36
H  -1.552  -0.725  1.163  0.35
H  -0.554  1.432  1.021  0.36
H  -1.585  1.114  -0.994  0.52
H  -0.226  0.267  -2.884  0.46
H  1.914  -0.923  -2.428  0.49
H  1.750  0.762  1.558  0.63

Values from the calculation:
orbital gap	8.6	eV
SMILES string	C[N@@H+]1C=CC=C(I)[C@H]1Br
multiplicity	1
E_LUMO	-4.24	eV
total charge	+1

---

The winner here is <ii>, beating the second structure by 0.0672 hartree.

---

<i>
The following is a quantum chemistry calculation of C3HN3O2 as an isolated structure, from the Open Molecules 2025 dataset.

Last column: Mulliken charge in e.
Element x y z (Å)
C  1.406  0.478  -0.367  -0.05
C  -0.442  0.447  0.185  0.50
C  0.033  -1.055  0.343  0.48
H  2.386  0.645  -0.546  0.49
N  0.413  1.289  -0.297  -0.53
N  -1.735  0.648  -0.011  0.30
N  -2.931  0.391  0.292  -0.42
O  -0.545  -2.088  0.480  -0.46
O  1.416  -0.756  -0.078  -0.32

Values from the calculation:
orbital gap	7.4	eV
multiplicity	1
E_LUMO	-1.29	eV

---

<ii>
The following is a quantum chemistry calculation of one molecule with the formula C3HN3O2, from the Open Molecules 2025 dataset.

Last column: Mulliken charge in e.
Element x y z (Å)
N  -3.285  -0.413  0.123  -0.28
C  -2.181  -0.364  -0.081  0.09
C  -0.753  -0.234  -0.180  0.67
N  0.102  -1.234  -0.183  -0.42
C  1.343  -0.551  -0.034  0.47
O  2.507  -0.805  0.098  -0.50
N  1.056  0.914  -0.166  -0.14
O  -0.287  1.005  -0.060  -0.19
H  1.498  1.681  0.483  0.31

Values from the calculation:
orbital gap	9.6	eV
SMILES string	N#Cc1nc(=O)[nH]o1
multiplicity	1
E_LUMO	-1.02	eV

---

The winner here is <ii>, beating the second structure by 0.0584 hartree.

---

<i>
The following is a quantum chemistry calculation of one molecule with the formula C3HN3O2, from the Open Molecules 2025 dataset.

Last column: Mulliken charge in e.
Element x y z (Å)
N  1.469  2.691  -0.372  -0.40
C  0.914  1.690  -0.184  0.11
C  0.134  0.601  0.258  0.41
O  -0.796  0.776  1.249  -0.13
N  -1.544  -0.417  1.306  -0.09
N  -1.060  -1.198  0.486  -0.26
C  -0.057  -0.641  -0.241  0.48
O  0.496  -1.223  -1.301  -0.53
H  0.443  -2.279  -1.199  0.41

Values from the calculation:
orbital gap	9.8	eV
SMILES string	N#Cc1onnc1O
multiplicity	1
E_LUMO	-0.46	eV

---

<ii>
The following is a quantum chemistry calculation of one molecule with the formula C3HN3O2, from the Open Molecules 2025 dataset.

Last column: Mulliken charge in e.
Element x y z (Å)
N  1.756  -0.769  -2.219  -0.37
C  1.134  -0.348  -1.346  0.07
C  0.349  0.105  -0.248  0.40
O  0.717  1.219  0.378  -0.10
N  -0.199  1.397  1.377  -0.10
N  -1.039  0.444  1.368  -0.33
C  -0.742  -0.409  0.360  0.55
O  -1.451  -1.472  0.013  -0.48
H  -2.204  -1.574  0.586  0.37

Values from the calculation:
orbital gap	9.9	eV
SMILES string	N#Cc1onnc1O
multiplicity	1
E_LUMO	-0.37	eV

---

The winner here is <ii>, beating the second structure by 0.0116 hartree.

---

<i>
The following is a quantum chemistry calculation of C9H9NO2 as an isolated structure, from the Open Molecules 2025 dataset.

Last column: Mulliken charge in e.
Element x y z (Å)
C  1.351  -1.729  0.271  -0.60
C  1.936  -0.602  -0.313  0.20
C  -0.016  -1.659  -0.323  0.70
C  0.751  -0.027  -1.088  0.84
C  2.615  0.511  0.307  0.19
C  -1.079  -1.593  0.445  -0.56
C  0.422  1.047  -0.367  -0.02
C  -2.525  -1.326  0.051  -0.98
C  -0.500  2.213  -0.502  -1.50
N  1.543  1.395  0.409  -0.09
O  3.716  0.746  0.735  -0.61
O  -0.031  -1.033  -1.580  -0.39
H  1.602  -2.247  1.210  0.42
H  -1.004  -1.888  1.509  0.31
H  -2.609  -0.190  -0.086  0.15
H  -3.234  -1.640  0.766  0.38
H  -2.585  -1.814  -0.944  0.27
H  -1.111  2.062  0.411  0.32
H  -1.008  2.206  -1.390  0.37
H  0.109  3.192  -0.286  0.36
H  1.656  2.375  0.763  0.27

Values from the calculation:
orbital gap	8.5	eV
multiplicity	1
E_LUMO	0.06	eV

---

<ii>
The following is a quantum chemistry calculation of one molecule with the formula C9H9NO2, from the Open Molecules 2025 dataset.

Last column: Mulliken charge in e.
Element x y z (Å)
C  1.707  0.726  2.329  -1.30
C  1.144  0.402  0.996  0.29
N  1.492  0.750  -0.170  -0.74
C  0.537  0.292  -1.086  0.03
C  0.590  0.564  -2.414  -0.19
C  -0.576  0.343  -3.168  -0.48
C  -1.599  -0.422  -2.682  -0.49
C  -1.647  -0.731  -1.304  -0.60
C  -0.610  -0.280  -0.517  -0.18
C  -0.282  -0.419  0.945  1.66
O  -0.223  -1.740  1.437  -0.57
O  -0.999  0.436  1.817  -0.54
H  2.594  1.363  2.204  0.35
H  2.029  -0.173  2.915  0.29
H  0.871  1.225  2.866  0.30
H  1.547  0.895  -2.924  0.33
H  -0.580  0.676  -4.221  0.33
H  -2.390  -0.577  -3.318  0.46
H  -2.598  -1.123  -0.887  0.35
H  0.643  -1.899  1.798  0.36
H  -1.896  0.509  1.497  0.36

Values from the calculation:
orbital gap	9.5	eV
SMILES string	CC1=Nc2ccccc2C1(O)O
multiplicity	1
E_LUMO	0.66	eV

---

The winner here is <ii>, beating the second structure by 0.1323 hartree.